34
Properties=species:S:1:pos:R:3:lowdin_spin:R:1 method="wB97M-V/def2-TZVPD" orbital_gap_ev="7.8 / 7.0" spin_multiplicity=3 e_above_lowest_kcal_mol=18.24 homo_energy_ev="-10.57 / -13.98" total_charge=+1 s2=2.01 lumo_energy_ha="-0.1033 / -0.2559"
O -0.014 -0.385 -1.618 0.00
O 0.984 0.328 0.339 0.03
O 2.635 0.378 -1.219 0.23
N -0.451 -1.911 0.454 0.01
C -2.627 0.475 -0.658 0.00
C -1.621 -2.527 -0.211 0.00
C 2.957 1.364 0.909 0.64
C 2.187 0.701 -0.144 0.20
C 4.236 1.600 0.549 0.75
C -0.057 0.014 -0.371 0.01
C 0.744 -2.701 0.185 0.00
C -0.728 2.136 -0.838 0.00
C -1.401 1.201 1.373 0.00
C -1.276 0.888 -0.133 0.00
H 4.990 1.879 1.200 0.05
H -2.547 -2.333 0.263 0.00
H 2.610 1.744 1.853 0.02
H -1.602 -2.071 -1.278 0.00
H -2.305 1.914 1.670 0.00
H -1.572 -3.675 -0.275 0.00
H 0.435 -3.675 0.251 0.00
H 4.505 1.393 -0.419 0.04
H 1.105 -2.395 -0.810 0.00
H -1.242 2.138 -1.863 0.00
H -3.375 1.325 -0.289 0.00
H 0.968 -0.485 -1.966 0.00
H 0.304 2.022 -0.969 0.00
H -2.673 0.401 -1.718 0.00
H -1.019 3.045 -0.391 0.00
H -0.593 -1.897 1.467 0.00
H -0.584 1.692 1.794 0.00
H -3.047 -0.388 -0.186 0.00
H 1.440 -2.569 0.986 0.00
H -1.366 0.372 2.066 0.00

131
Properties=species:S:1:pos:R:3:lowdin_charge:R:1 method="wB97M-V/def2-TZVPD" orbital_gap_ev=9.3 spin_multiplicity=1 e_above_lowest_kcal_mol=0.00 homo_energy_ev=-8.89 total_charge=0 lumo_energy_ha=0.0152
Cl 1.625 0.654 0.813 0.63
Cl -0.428 0.989 -1.189 0.62
Cl 0.336 -1.661 -0.341 0.60
O -0.817 1.449 5.071 -0.23
O 2.163 1.955 -2.664 -0.01
O -0.237 -2.053 4.188 -0.23
O 5.364 -4.017 0.749 -0.17
O -4.480 2.510 0.140 -0.20
O 0.762 1.457 -6.745 0.00
O 4.684 -1.331 -3.371 -0.17
O -4.650 -1.927 0.841 -0.17
N -5.010 -2.127 -2.051 0.05
N 4.011 3.143 -3.165 -0.19
N 1.473 0.034 4.154 0.07
N -7.905 2.760 1.526 0.04
N 2.956 -0.925 -6.541 0.05
N 4.228 -1.207 2.773 0.04
N -0.809 -0.899 6.723 0.06
N -0.726 -0.012 -5.879 -0.19
C -1.571 -1.963 4.666 -0.21
C -4.028 -1.277 -1.364 -0.42
C 3.153 -3.449 2.320 -0.04
C -0.034 -0.137 -4.632 -0.06
C -4.543 -0.818 -0.013 -0.23
C -7.273 2.020 -0.706 -0.06
C -1.756 -0.987 -6.123 -0.06
C -5.578 3.188 0.721 -0.21
C -6.774 2.272 0.705 -0.44
C 5.250 -2.674 1.142 -0.23
C 2.707 2.111 4.267 -0.07
C 5.439 3.231 -3.135 -0.06
C -3.318 3.258 0.236 -0.12
C -0.216 0.754 -6.869 -0.34
C 4.449 -2.624 2.407 -0.42
C -0.141 -2.201 2.810 -0.16
C 0.285 2.154 4.561 -0.22
C 6.032 -4.172 -0.453 -0.12
C 3.662 -1.428 -4.331 -0.22
C 0.897 -0.019 -0.641 -1.51
C 4.139 -0.857 -5.653 -0.42
C 3.352 2.034 -2.829 -0.36
C 1.516 1.354 4.826 -0.42
C 3.321 4.411 -3.303 -0.03
C -3.672 -0.065 -2.216 -0.07
C -2.032 2.144 4.899 -0.09
C -2.957 -2.093 6.698 -0.07
C 4.202 -1.568 -2.078 -0.12
C -1.530 -2.073 6.181 -0.42
C -5.146 -1.561 2.096 -0.12
C 4.702 0.546 -5.568 -0.05
H 6.312 -5.220 -0.548 0.09
H -5.502 -0.309 -0.185 0.11
H -6.118 -1.050 2.010 0.09
H -3.105 -1.839 -1.192 0.13
H 5.471 0.650 -4.790 0.07
H -2.977 -2.039 7.786 0.08
H -2.870 1.513 5.175 0.08
H 5.402 -3.880 -1.303 0.07
H 1.718 1.165 5.881 0.14
H -4.502 -0.825 2.612 0.08
H 2.540 2.308 3.202 0.06
H -0.838 0.691 -7.778 0.14
H -2.045 3.041 5.543 0.09
H 2.399 -0.094 -6.324 0.03
H 6.242 -2.233 1.282 0.13
H 5.226 0.782 -6.492 0.08
H 3.418 4.824 -4.304 0.09
H -5.246 -2.872 -1.392 0.07
H -0.296 -1.267 2.250 0.05
H -4.528 0.488 -2.626 0.08
H -8.243 3.654 1.176 0.07
H -3.470 -2.988 6.344 0.08
H 5.778 3.640 -2.173 0.10
H 5.863 2.220 -3.104 0.08
H -7.580 2.930 2.475 0.07
H 1.437 0.203 3.144 -0.02
H 3.307 -4.490 2.592 0.08
H 3.755 5.098 -2.570 0.09
H 0.550 -0.388 4.314 0.03
H -5.361 3.542 1.740 0.12
H 2.868 3.064 4.773 0.08
H -1.184 -0.051 6.296 0.04
H 3.588 -0.804 2.085 0.01
H -3.834 -0.101 0.427 0.12
H -0.750 -0.075 -3.816 0.05
H -3.496 -1.204 6.355 0.07
H 0.147 2.287 3.476 0.13
H 3.612 1.510 4.340 0.08
H 3.725 -2.556 -1.994 0.10
H -1.320 -1.985 -5.962 0.10
H 5.043 -3.003 3.248 0.14
H 4.688 -2.095 0.385 0.10
H -5.199 -2.454 2.712 0.09
H 0.344 3.149 5.032 0.14
H -7.460 2.955 -1.239 0.08
H 0.531 -1.072 -4.630 0.09
H 3.439 -0.824 -1.780 0.07
H -3.076 0.644 -1.647 0.02
H 2.746 -3.399 1.300 0.08
H 2.275 4.278 -3.041 0.09
H 2.828 -0.781 -4.001 0.11
H -3.122 3.604 1.259 0.08
H 0.146 -0.988 6.385 0.06
H 4.860 -1.586 -6.040 0.14
H 4.052 1.186 -2.693 0.13
H -6.500 1.313 1.158 0.12
H -3.401 4.165 -0.387 0.10
H 3.897 1.226 -5.279 0.08
H -3.175 -0.392 -3.133 0.05
H 5.835 3.809 -3.960 0.09
H -0.794 -3.012 2.474 0.10
H 3.308 -2.449 -4.482 0.13
H 1.629 -0.024 -1.433 -0.04
H 6.970 -3.599 -0.500 0.09
H 3.656 -1.173 3.617 0.05
H -2.020 -0.995 4.393 0.12
H -2.156 -2.778 4.205 0.13
H 5.004 -1.501 -1.344 0.07
H -0.951 -2.965 6.419 0.14
H -6.557 1.431 -1.286 0.06
H -2.126 2.534 3.875 0.08
H 0.667 0.689 -4.534 0.07
H 0.888 -2.487 2.564 0.04
H -8.188 1.427 -0.698 0.08
H 2.364 -3.028 2.948 0.04
H 3.221 -0.714 -7.502 0.08
H -2.580 -0.912 -5.414 0.08
H -2.461 2.702 -0.139 0.05
H -5.780 4.077 0.095 0.13
H -2.122 -0.988 -7.146 0.09
H -5.885 -1.609 -2.139 0.07

35
Properties=species:S:1:pos:R:3:lowdin_spin:R:1 method="wB97M-V/def2-TZVPD" orbital_gap_ev="3.7 / 5.7" spin_multiplicity=4 e_above_lowest_kcal_mol=4.89 homo_energy_ev="1.31 / -0.72" total_charge=-2 s2=3.87 lumo_energy_ha="0.1834 / 0.1830"
Co -2.046 0.375 -1.074 1.43
S -0.069 1.372 -0.379 -0.05
S 1.467 -1.209 2.503 0.02
O 1.378 -2.602 2.156 0.02
O 1.475 -0.837 3.899 0.01
N -1.536 0.372 -2.959 0.89
N 0.366 -0.310 1.633 0.09
C -3.335 -1.222 -1.319 -0.01
C -1.985 -0.984 0.562 0.03
C 2.357 0.438 0.679 0.04
C 3.272 1.075 -0.166 0.02
C 4.170 -0.710 1.832 0.00
C -3.328 -0.820 0.071 0.07
C 4.637 0.839 0.005 0.01
C -2.020 -1.714 -1.628 0.09
C -3.057 1.772 -0.161 0.04
C 0.886 0.464 0.695 0.12
C 5.090 -0.044 1.000 0.04
C -2.872 1.743 -1.587 -0.03
C -1.211 -1.583 -0.458 0.05
C 2.812 -0.449 1.649 0.04
H -4.072 1.580 0.156 0.01
H -4.195 -0.492 0.661 0.01
H -3.763 1.461 -2.204 0.00
H -0.865 1.189 -2.930 0.04
H 5.363 1.336 -0.635 0.00
H 6.165 -0.226 1.133 0.00
H -2.142 2.531 -1.915 0.00
H -4.221 -1.270 -1.962 0.00
H 4.482 -1.411 2.607 0.00
H -2.514 2.510 0.404 0.01
H 2.888 1.737 -0.933 0.00
H -1.703 -2.163 -2.556 0.01
H -0.206 -1.962 -0.349 0.00
H -1.669 -0.788 1.570 0.00

50
Properties=species:S:1:pos:R:3:lowdin_spin:R:1 method="wB97M-V/def2-TZVPD" orbital_gap_ev="8.5 / 5.2" spin_multiplicity=5 e_above_lowest_kcal_mol=0.00 homo_energy_ev="-8.52 / -8.52" total_charge=0 s2=6.02 lumo_energy_ha="-0.0022 / -0.1215"
Co 1.283 0.120 -0.506 2.90
Cl 0.159 -2.728 -0.410 0.03
Cl -0.574 -4.389 2.171 0.00
Cl 1.529 1.457 2.612 0.01
Cl -0.178 -3.081 4.982 0.00
Cl 0.903 -0.164 5.202 0.00
S -0.204 -0.291 -3.502 0.01
S 3.419 0.158 -1.144 0.44
F 4.262 -2.259 3.269 -0.01
F 5.674 2.213 2.935 0.00
F 4.770 2.318 0.408 0.01
F 5.406 -0.064 4.375 0.02
F 3.401 -2.188 0.732 0.01
O -1.615 -0.200 -3.722 0.01
O 0.440 -1.569 -3.396 0.00
N 0.194 0.471 -2.096 0.11
N -0.761 2.621 -2.580 0.01
N 0.550 2.105 -0.659 0.08
N 2.607 2.884 -7.630 0.00
C 2.635 1.183 -5.914 0.00
C 0.921 -0.173 2.489 0.02
C 1.976 0.449 -4.951 0.00
C 0.177 -2.189 3.559 0.01
C -0.002 -2.776 2.306 0.00
C 4.391 -1.145 2.556 -0.01
C 4.980 -0.025 3.122 0.04
C 0.649 -0.879 3.658 0.00
C -0.059 1.780 -1.830 0.02
C 3.942 -1.093 1.252 0.04
C 0.439 3.345 -0.209 0.01
C 1.939 2.117 -6.692 0.00
C 5.122 1.138 2.380 -0.01
C 4.045 0.072 0.486 0.05
C 0.615 0.640 -4.742 0.00
C 0.763 -0.727 1.231 0.10
C 0.570 2.296 -6.472 0.00
C 0.304 -2.034 1.171 0.03
C -0.087 1.565 -5.501 0.00
C -0.273 4.289 -0.925 0.01
C -0.851 3.862 -2.114 0.00
C 4.660 1.177 1.082 0.04
H 3.696 1.034 -6.079 0.00
H 2.508 -0.293 -4.368 0.00
H -0.370 5.306 -0.578 0.00
H -1.419 4.555 -2.725 0.00
H 0.929 3.570 0.730 0.00
H -1.145 1.699 -5.321 0.00
H 3.482 2.516 -7.966 0.00
H 2.041 3.289 -8.358 0.00
H 0.023 3.016 -7.070 0.00